No. 1
Computed, not measured: 2 unconnected molecules or ions with the total composition C4H11NO in a non-equilibrium geometry, with ωB97M-V/def2-TZVPD.

Geometry (Å):
H (1.6349, 1.1914, 0.6348)
N (1.8719, 0.6599, -0.2100)
C (0.8645, -0.0234, -0.6407)
C (-0.5435, 0.0278, 0.0319)
C (-1.0749, 1.4573, 0.0540)
C (-1.4946, -0.8994, -0.7201)
H (0.9936, -0.6837, -1.5099)
H (-0.4562, -0.3291, 1.0661)
H (-0.3490, 2.1610, 0.4740)
H (-1.9907, 1.5284, 0.6494)
H (-1.3093, 1.8092, -0.9564)
H (-2.0398, -0.3894, -1.5221)
H (-2.2455, -1.3234, -0.0458)
H (-0.9797, -1.7320, -1.2106)
O (2.6146, -1.4606, 1.4348)
H (1.6865, -1.2186, 1.7061)
H (2.8170, -0.7754, 0.7644)

## Properties
- Kohn-Sham gap (eV) = 11.09
- E (hartree) = -288.9719
- ΔE to the lowest compared entry with this formula, charge and spin (eV) = 1.229

---

No. 2
Computed, not measured: a molecular structure, C24H56AlFeN8O12P in a non-equilibrium geometry, with ωB97M-V/def2-TZVPD.

Geometry (Å):
Fe (-0.1930, 1.5021, -0.9599)
Al (-1.7972, -3.3398, -0.4338)
P (0.3347, -0.5478, -0.1149)
O (-0.1804, 0.5803, 0.8054)
O (-0.9030, -0.4061, -1.1068)
O (0.4399, -2.0013, 0.3105)
O (1.2918, 0.2036, -1.0987)
C (-2.7256, -1.4342, -3.5034)
O (-2.0973, -2.3974, -3.0912)
N (-3.7447, -1.5315, -4.3761)
C (-4.4334, -0.3669, -4.9325)
C (-4.3634, -2.7934, -4.7381)
H (-2.4284, -0.3953, -3.3118)
H (-5.2986, -0.0999, -4.3241)
H (-4.8038, -0.5938, -5.9308)
H (-3.7617, 0.4831, -5.0296)
H (-5.4048, -2.8276, -4.4118)
H (-4.3448, -2.9565, -5.8157)
H (-3.8656, -3.6420, -4.2748)
C (-0.6927, 2.3111, -4.0602)
O (-0.5032, 2.1410, -2.8414)
N (-0.1611, 1.5549, -5.0058)
C (-0.4563, 1.7772, -6.4348)
C (0.5749, 0.3481, -4.7010)
H (-1.2161, 3.2024, -4.4238)
H (-1.2118, 2.5616, -6.4910)
H (-0.9376, 0.9207, -6.9013)
H (0.4974, 2.0907, -6.8512)
H (0.0607, -0.5107, -5.1373)
H (1.5240, 0.3847, -5.2435)
H (0.7837, 0.1456, -3.6544)
C (3.0185, -2.4574, 1.9223)
O (3.2163, -2.2595, 3.1042)
N (3.4707, -3.6089, 1.3164)
C (3.1302, -3.8648, -0.0737)
C (4.1954, -4.7002, 1.9705)
H (2.5183, -1.8060, 1.2008)
H (2.3930, -4.6642, -0.1759)
H (4.0279, -4.1815, -0.6120)
H (2.7756, -2.9717, -0.5847)
H (3.6427, -5.6309, 1.8455)
H (5.2225, -4.7496, 1.6126)
H (4.1608, -4.4697, 3.0352)
C (3.7659, -0.6974, -2.9782)
O (3.6117, -1.7737, -3.5379)
N (4.6210, 0.2800, -3.3154)
C (4.6858, 1.5253, -2.5728)
C (5.4535, 0.0816, -4.4994)
H (3.0542, -0.4290, -2.1821)
H (5.5993, 1.5865, -1.9854)
H (3.8421, 1.5690, -1.8840)
H (4.5407, 2.4197, -3.1801)
H (5.9203, 0.9682, -4.9232)
H (6.2331, -0.6612, -4.3324)
H (4.8182, -0.2985, -5.3016)
C (3.2928, 1.8127, 1.1267)
O (4.2085, 2.2012, 0.4297)
N (3.2168, 2.0010, 2.4616)
C (4.1307, 2.8747, 3.1796)
C (2.2558, 1.2388, 3.2296)
H (2.4017, 1.3100, 0.7067)
H (4.4178, 3.6839, 2.5130)
H (4.9657, 2.3313, 3.6217)
H (3.6102, 3.3431, 4.0175)
H (2.6448, 0.8205, 4.1596)
H (1.3538, 1.8054, 3.4584)
H (1.9724, 0.3629, 2.6428)
C (-1.2150, -1.7134, 2.9417)
O (-2.0328, -2.3182, 2.2588)
N (-1.2017, -1.7140, 4.2946)
C (-0.0224, -1.1677, 4.9435)
C (-2.1036, -2.5569, 5.1092)
H (-0.4488, -1.0409, 2.5432)
H (-0.3415, -0.9159, 5.9549)
H (0.3798, -0.2749, 4.4623)
H (0.8346, -1.8452, 5.0069)
H (-2.7017, -3.1249, 4.4006)
H (-1.4929, -3.2958, 5.6292)
H (-2.6793, -1.9684, 5.8176)
C (-3.0592, 1.3005, 5.2406)
O (-3.3080, 1.4599, 6.4215)
N (-1.9459, 1.6737, 4.5962)
C (-0.9169, 2.4734, 5.2647)
C (-1.8104, 1.5472, 3.1486)
H (-3.7676, 0.6698, 4.6702)
H (0.0546, 2.0236, 5.0570)
H (-1.0036, 2.4998, 6.3462)
H (-0.9277, 3.4814, 4.8488)
H (-1.7954, 2.4982, 2.6130)
H (-0.7983, 1.1519, 3.0457)
H (-2.4524, 0.7992, 2.6898)
C (-3.1724, 1.5210, -0.4660)
O (-2.1073, 2.1544, -0.5606)
N (-4.1656, 1.8997, 0.3317)
C (-5.2285, 0.9584, 0.6263)
C (-4.2310, 3.2209, 0.9707)
H (-3.3242, 0.5264, -0.8969)
H (-5.2204, 0.1438, -0.0988)
H (-6.2181, 1.4080, 0.5420)
H (-5.1545, 0.4987, 1.6129)
H (-4.3975, 3.0807, 2.0360)
H (-3.3401, 3.7807, 0.6995)
H (-5.0555, 3.8106, 0.5669)

## Properties
- Kohn-Sham gap (alpha / beta) (eV) = 5.56 / 3.24
- spin multiplicity = 9
- total charge = +2
- E (hartree) = -4135.8848
- ΔE to the lowest compared entry with this formula, charge and spin (eV) = 1.061

---

No. 3
Computed, not measured: a molecular structure, C29H44N6O6S in a non-equilibrium geometry, with ωB97M-V/def2-TZVPD.

Geometry (Å):
O (-1.2761, 2.5544, 0.8465)
C (-0.9818, 2.6601, -0.3344)
O (0.0829, 1.8943, -0.8055)
C (-1.7960, 3.6869, -1.1864)
C (-1.9199, 3.3402, -2.7285)
C (-1.9497, 1.8138, -3.0648)
C (-1.0709, 1.3452, -4.1437)
C (-0.9297, -0.1018, -4.5837)
C (0.0647, -0.4181, -5.7571)
C (1.3205, -1.2750, -5.3304)
C (2.4385, -0.4937, -4.5564)
C (3.6483, -1.2737, -4.1407)
C (4.7454, -0.6469, -3.3690)
C (4.6784, 0.7771, -2.9875)
C (3.5109, 1.5835, -3.4188)
C (2.4150, 0.9318, -4.1985)
C (-1.7488, -1.1130, -3.9219)
C (-2.6751, -0.6562, -2.8223)
N (-3.5561, -1.4092, -2.0565)
S (-4.3864, -0.4045, -1.0068)
N (-3.7132, 1.0971, -1.3379)
C (-2.8189, 0.8028, -2.3551)
H (-0.0952, 0.9967, -0.4478)
H (-2.8276, 3.8118, -0.7648)
H (-1.2521, 4.6799, -1.1133)
H (-2.7980, 3.8629, -3.2213)
H (-1.0015, 3.7701, -3.2379)
H (-0.4626, 2.1168, -4.6772)
H (-0.5279, -1.0561, -6.4889)
H (0.3092, 0.5351, -6.2999)
H (1.8131, -1.8189, -6.1916)
H (0.9468, -2.0832, -4.6302)
H (3.7442, -2.3631, -4.4134)
H (5.6090, -1.2857, -3.0637)
H (5.5285, 1.1968, -2.3825)
H (3.4960, 2.6554, -3.1115)
H (1.5633, 1.5824, -4.5033)
H (-1.6897, -2.1903, -4.2075)
C (0.5418, 0.1222, 5.3922)
C (1.7833, 0.7718, 4.8414)
O (2.8418, 0.7842, 5.4601)
N (1.7055, 1.3565, 3.6183)
C (0.5577, 1.4480, 2.7358)
H (0.7601, -0.2992, 6.3716)
H (-0.2523, 0.8637, 5.5041)
H (0.2154, -0.6850, 4.7361)
H (2.5753, 1.7696, 3.3163)
H (0.8139, 0.9674, 1.7902)
H (0.3475, 2.5002, 2.5516)
H (-0.3234, 0.9718, 3.1568)
C (7.6498, 0.0596, 8.7168)
C (7.5168, -0.8213, 7.5011)
O (8.4837, -1.3720, 6.9906)
N (6.2778, -0.9942, 6.9740)
C (5.0172, -0.4340, 7.4272)
H (8.6954, 0.0986, 9.0179)
H (7.3184, 1.0737, 8.4860)
H (7.0668, -0.3488, 9.5444)
H (6.2692, -1.5955, 6.1637)
H (4.3405, -1.2582, 7.6634)
H (4.5897, 0.1517, 6.6151)
H (5.1396, 0.1964, 8.3043)
C (-4.2326, -1.6436, -8.6169)
C (-3.4521, -1.0029, -7.4994)
O (-2.2919, -1.3103, -7.2563)
N (-4.0709, -0.0570, -6.7479)
C (-5.4240, 0.4453, -6.8691)
H (-3.6026, -2.3748, -9.1206)
H (-5.1087, -2.1585, -8.2183)
H (-4.5367, -0.8896, -9.3453)
H (-3.4820, 0.3238, -6.0193)
H (-5.3788, 1.5220, -7.0451)
H (-5.9461, 0.2626, -5.9277)
H (-5.9667, -0.0307, -7.6814)
C (-3.2002, -1.1902, 4.7815)
C (-2.4969, -2.2497, 5.5904)
O (-1.2854, -2.4050, 5.5420)
N (-3.2528, -3.0466, 6.3924)
C (-4.6879, -3.0233, 6.5886)
H (-2.4656, -0.6399, 4.1956)
H (-3.9140, -1.6506, 4.0958)
H (-3.7111, -0.4876, 5.4426)
H (-2.7115, -3.7300, 6.9010)
H (-4.8898, -2.8457, 7.6469)
H (-5.0911, -3.9994, 6.3110)
H (-5.1701, -2.2515, 5.9948)

## Properties
- Kohn-Sham gap (eV) = 7.58
- E (hartree) = -2309.5433

---

No. 4
Computed, not measured: a gas-phase ion, C5H10N (charge +1) in a non-equilibrium geometry, with ωB97M-V/def2-TZVPD.

Geometry (Å):
C (0.7107, 1.7026, 0.0100)
C (0.5967, 0.2066, 0.1963)
C (1.5295, -0.9067, 0.3401)
C (0.5165, -0.9431, -0.7140)
C (-0.6403, -0.7875, 0.2622)
N (-1.9520, -0.1767, -0.1498)
H (1.2179, 1.8322, -1.0014)
H (1.3856, 2.0541, 0.8440)
H (-0.3388, 2.0766, -0.1629)
H (1.4144, -1.4530, 1.2705)
H (2.5323, -0.6901, 0.1208)
H (0.4226, -1.0234, -1.8397)
H (-0.8132, -1.4289, 1.1475)
H (-2.5596, -0.7257, 0.5853)
H (-1.9588, -0.5475, -1.0350)
H (-2.0635, 0.8103, 0.1258)

## Properties
- Kohn-Sham gap (eV) = 10.16
- total charge = +1
- E (hartree) = -250.8873
- ΔE to the lowest compared entry with this formula, charge and spin (eV) = 3.210

---

No. 5
Computed, not measured: a single C5H7IN2O molecule in a non-equilibrium geometry, with ωB97M-V/def2-TZVPD.

Geometry (Å):
O (0.9613, 2.6455, -0.0333)
C (0.5336, 1.5196, -0.0236)
N (1.1938, 0.6074, 0.7602)
C (0.7983, -0.7737, 0.9934)
C (-0.4829, -0.9909, 0.1817)
C (-0.0602, -0.4499, -1.2471)
C (-0.7080, 0.8397, -0.7388)
N (-1.3250, 0.1722, 0.4186)
I (-3.3135, -0.3244, 0.0145)
H (1.6301, 0.9923, 1.5821)
H (0.4615, -1.0981, 2.0994)
H (1.7129, -1.3161, 0.7922)
H (-0.7673, -2.0362, 0.1234)
H (-0.5870, -0.9162, -2.0482)
H (1.1150, -0.4671, -1.4312)
H (-1.1626, 1.5959, -1.4433)

## Properties
- Kohn-Sham gap (eV) = 8.72
- E (hartree) = -677.0799
- ΔE to the lowest compared entry with this formula, charge and spin (eV) = 2.098

---

No. 6
Computed, not measured: a single C5H10ClNS molecule in a non-equilibrium geometry, with ωB97M-V/def2-TZVPD.

Geometry (Å):
C (1.5331, 0.4716, -1.7446)
C (0.8386, 0.8918, -0.4982)
C (-0.4336, 1.6919, -0.6638)
C (0.3906, -0.3702, 0.2615)
N (-0.7562, -0.5800, 0.5952)
C (-1.3359, -1.5995, 1.2869)
S (-2.3612, -1.1932, 2.6768)
Cl (0.0876, -3.0372, 1.7971)
H (2.2139, -0.4107, -1.6298)
H (1.9544, 1.2575, -2.3323)
H (0.8285, 0.1378, -2.4851)
H (1.4770, 1.3448, 0.2619)
H (-1.0404, 1.1529, -1.2528)
H (-0.4418, 2.7522, -1.0081)
H (-0.8388, 1.6630, 0.3549)
H (1.1780, -1.2379, 0.4570)
H (-2.0138, -1.9971, 0.4551)
H (-1.2799, -0.9377, 3.4681)

## Properties
- Kohn-Sham gap (eV) = 10.14
- E (hartree) = -1109.5788
- ΔE to the lowest compared entry with this formula, charge and spin (eV) = 1.515

---

- Which of these has the highest E?
  C5H10N